{
  "formula": "C33H57IInN2O2Si",
  "method": "the ωB97M-V functional and the def2-TZVPD basis",
  "species": ["O", "O", "C", "C", "H", "H", "H", "H", "H", "C", "C", "H", "H", "H", "H", "H", "C", "C", "C", "H", "H", "H", "H", "H", "C", "H", "H", "H", "H", "H", "H", "N", "C", "C", "C", "C", "H", "H", "H", "C", "H", "H", "H", "N", "C", "C", "C", "C", "H", "C", "H", "C", "H", "C", "C", "C", "C", "C", "C", "H", "C", "H", "C", "H", "C", "C", "In", "H", "H", "H", "H", "H", "H", "H", "H", "H", "H", "H", "H", "H", "C", "Si", "H", "H", "C", "C", "C", "H", "H", "H", "H", "H", "H", "H", "H", "H", "I"],
  "coordinates": [[-0.0216, 2.5692, -1.8961], [-0.7475, 0.6830, -3.1361], [-0.3332, 4.0235, -1.6405], [-0.1133, 4.3925, -0.1722], [-1.3463, 4.2440, -2.0258], [0.2550, 4.7221, -2.2966], [-0.5356, 3.6600, 0.5162], [-0.6385, 5.3258, 0.0209], [0.9220, 4.5425, 0.1373], [1.4338, 2.2971, -1.8316], [2.1612, 2.7143, -3.0757], [1.4947, 1.2343, -1.6372], [1.8413, 2.8471, -0.9926], [1.7614, 2.1436, -3.9125], [3.2426, 2.4841, -2.9189], [2.1504, 3.7957, -3.2402], [-0.1311, -0.5980, -3.8680], [-1.5607, 1.4804, -4.0419], [1.1249, -0.9893, -3.2573], [-0.0389, -0.3157, -4.9021], [-0.9347, -1.3244, -3.8548], [1.9200, -0.2938, -3.4438], [1.4544, -1.9486, -3.6869], [0.9823, -1.1186, -2.2046], [-0.7420, 2.2958, -4.9964], [-2.1978, 2.0714, -3.3682], [-2.1488, 0.7602, -4.5925], [-0.1719, 3.0158, -4.4449], [-1.4306, 2.8282, -5.6702], [-0.1147, 1.7217, -5.6805], [-0.2275, 1.5029, -2.6256], [1.1451, -0.0656, 2.8353], [1.5063, -0.9012, 3.7963], [1.1632, -2.2615, 3.8572], [0.6489, -3.0348, 2.8167], [2.4155, -0.3637, 4.8867], [2.0449, 0.5666, 5.3215], [3.4200, -0.1577, 4.5172], [2.4908, -1.0894, 5.6794], [0.8733, -4.5383, 2.8743], [1.4336, -4.9303, 2.0232], [-0.0619, -5.0979, 2.9441], [1.4567, -4.7558, 3.7603], [-0.0312, -2.5544, 1.7859], [1.7917, 1.1923, 2.6382], [1.2407, 2.3973, 3.1126], [0.0126, 2.3899, 3.9773], [1.8428, 3.6155, 2.7702], [1.3948, 4.5261, 3.1465], [3.0084, 3.6349, 2.0203], [3.4937, 4.5698, 1.7886], [3.6021, 2.4426, 1.6132], [4.5333, 2.4305, 1.0616], [3.0222, 1.2112, 1.9446], [3.6929, -0.0661, 1.5379], [-0.4768, -3.3438, 0.6914], [-1.7856, -3.8801, 0.6956], [-2.5764, -3.9573, 1.9675], [-2.3184, -4.3340, -0.5029], [-3.3553, -4.6725, -0.5014], [-1.5569, -4.3455, -1.6630], [-2.0079, -4.6803, -2.5952], [-0.2208, -3.9760, -1.6258], [0.3944, -4.0295, -2.5391], [0.3522, -3.5124, -0.4573], [1.7855, -3.1076, -0.3950], [-0.9426, -0.5951, 1.8649], [-0.9137, 2.0963, 3.4556], [-0.1443, 3.4141, 4.3421], [0.1282, 1.7178, 4.8427], [2.9920, -0.7908, 1.0897], [4.1508, -0.5446, 2.4198], [4.4779, 0.1219, 0.7920], [-3.6066, -4.2557, 1.7465], [-2.6048, -2.9923, 2.5046], [-2.1765, -4.7011, 2.6692], [2.3039, -3.5349, 0.4813], [1.8926, -2.0067, -0.3484], [2.3245, -3.4368, -1.2969], [1.4889, -2.7964, 4.7401], [-0.9982, 0.2027, 0.0401], [-2.7809, 0.2242, -0.6558], [-0.4013, -0.5091, -0.4946], [-0.5792, 1.2252, 0.2942], [-3.5412, 1.9171, -1.0332], [-3.8794, -0.4920, 0.7339], [-3.1866, -0.9594, -2.0387], [-4.1084, -1.5204, -1.8760], [-2.4347, -1.7419, -2.1485], [-3.2961, -0.5127, -3.0172], [-3.8352, 2.4182, -0.0962], [-4.4570, 1.8372, -1.6463], [-2.8515, 2.6063, -1.5378], [-3.7720, 0.1052, 1.6537], [-3.6335, -1.5507, 0.9375], [-4.9473, -0.4364, 0.4023], [-2.3515, -0.5967, 4.1348]],
  "mulliken_charge": [-0.191, 0.391, -0.560, -1.246, 0.525, 0.422, 0.145, 0.517, 0.354, 0.236, -1.523, -0.188, 0.375, 0.264, 0.422, 0.343, -0.335, -0.367, -0.997, 0.526, 0.405, 0.334, 0.503, -0.187, -1.354, 0.182, 0.607, 0.231, 0.466, 0.344, -0.102, 0.760, 1.500, -2.388, 2.102, -1.688, 0.256, 0.253, 0.525, -1.613, 0.264, 0.203, 0.536, 0.446, -1.018, 1.345, -1.083, -0.855, 0.434, -0.826, 0.468, -1.054, 0.489, 1.202, -1.554, -0.464, 1.266, -1.278, -0.659, 0.413, -1.282, 0.408, -0.533, 0.508, 0.346, -0.549, 1.084, 0.021, 0.447, 0.203, 0.068, 0.290, 0.469, 0.427, 0.070, 0.317, 0.358, -0.412, 0.459, 0.322, 2.347, 0.677, -1.699, -0.859, -0.919, -1.209, -0.675, 0.543, -0.371, 0.449, 0.374, 0.351, -0.024, 0.155, 0.283, 0.421, -0.386],
  "lumo_energy_ev": -2.0,
  "charge": 1,
  "gap_ev": 7.96,
  "relative_energy_kcal_mol": 24.29,
  "e_homo_ev": -9.9,
  "total_energy_ev": -63368.12248
}